No. 1
76
Properties=species:S:1:pos:R:3:mulliken_spin:R:1 method="wB97M-V/def2-TZVPD" e_lumo_ev="-1.17 / -1.35" spin_multiplicity=5 homo_ev="-8.4 / -8.4"
Cr -0.50 -2.63 5.39 4.2705
C -1.27 2.19 4.29 -0.0018
C -1.52 1.30 3.32 0.0110
C -0.84 1.03 2.02 0.0023
C 0.37 0.06 1.94 -0.0024
C 1.58 0.41 2.75 0.0010
C 1.71 1.47 3.56 -0.0030
C 1.07 2.81 3.38 0.0004
C -0.10 3.14 4.34 0.0008
C 1.45 -2.14 5.99 -0.2258
H -2.00 2.30 5.11 -0.0001
H -2.35 0.61 3.50 -0.0046
H -0.56 1.94 1.48 -0.0001
H -1.61 0.50 1.44 -0.0074
H 0.03 -0.95 2.23 0.0138
H 0.66 -0.01 0.88 0.0057
H 2.35 -0.37 2.77 -0.0079
H 2.41 1.41 4.40 -0.0023
H 0.74 2.98 2.35 -0.0001
H 1.85 3.55 3.63 0.0000
H 0.26 3.10 5.39 -0.0002
H -0.38 4.19 4.17 0.0001
H 1.50 -1.31 6.73 0.0095
H 1.69 -1.75 4.99 -0.0112
H 2.20 -2.90 6.25 0.0053
P 1.48 -1.25 -2.56 -0.0001
P -1.79 -0.71 -2.22 -0.0002
N 2.89 -0.18 -2.69 0.0000
N 2.18 -2.51 -3.72 0.0000
N -2.01 1.05 -2.23 0.0000
N -3.44 -1.09 -2.79 0.0000
C 0.50 -0.35 -3.87 0.0000
C -0.98 -0.77 -3.89 0.0000
C 3.43 0.46 -1.56 -0.0004
C 4.45 1.30 -1.98 0.0000
C 4.54 1.20 -3.41 0.0000
C 3.55 0.31 -3.82 0.0000
C 2.35 -3.84 -3.32 0.0000
C 2.76 -4.60 -4.42 0.0000
C 2.86 -3.71 -5.54 0.0000
C 2.49 -2.45 -5.08 0.0000
C -1.84 1.75 -1.03 0.0001
C -1.87 3.11 -1.28 0.0000
C -2.08 3.27 -2.69 0.0000
C -2.15 2.00 -3.24 0.0000
C -4.27 -0.39 -3.68 0.0000
C -5.31 -1.22 -4.07 0.0000
C -5.11 -2.48 -3.43 0.0000
C -3.96 -2.39 -2.67 0.0000
H 0.91 -0.55 -4.87 0.0000
H 0.59 0.74 -3.69 0.0000
H -1.53 -0.13 -4.61 0.0000
H -1.09 -1.81 -4.25 0.0000
H 3.04 0.23 -0.59 0.0002
H 5.07 1.92 -1.35 0.0000
H 5.25 1.70 -4.06 0.0000
H 3.29 0.01 -4.82 0.0000
H 2.17 -4.12 -2.30 0.0000
H 2.95 -5.66 -4.43 0.0000
H 3.16 -3.95 -6.55 0.0000
H 2.43 -1.53 -5.65 0.0000
H -1.76 1.18 -0.12 -0.0004
H -1.74 3.89 -0.54 0.0000
H -2.18 4.19 -3.22 0.0000
H -2.30 1.71 -4.27 0.0000
H -4.07 0.64 -3.94 0.0000
H -6.11 -0.95 -4.75 0.0000
H -5.74 -3.36 -3.53 0.0000
H -3.45 -3.11 -2.04 0.0000
C -0.58 0.73 7.75 -0.0093
C -1.35 -0.45 7.23 -0.0372
O -2.29 -0.94 7.86 0.0022
O -0.92 -0.86 6.04 -0.0124
H -0.94 0.96 8.74 0.0004
H -0.72 1.59 7.08 -0.0008
H 0.50 0.51 7.79 0.0041

=====

No. 2
72
Properties=species:S:1:pos:R:3:mulliken_charge:R:1 method="wB97M-V/def2-TZVPD" e_lumo_ev=-6.51 homo_ev=-11.3 charge=+1
F -0.92 -1.72 -8.32 -0.2625
C -1.38 -1.92 -7.03 0.2083
C -2.27 -2.98 -6.82 -0.4509
C -2.81 -3.06 -5.54 0.1660
F -3.63 -4.14 -5.25 -0.2729
C -2.57 -2.13 -4.55 -0.6531
C -1.76 -0.98 -4.82 0.6229
C -1.81 0.12 -3.90 -0.9372
C -1.44 1.48 -4.15 0.6212
C -1.56 2.43 -3.09 -0.2706
C -1.28 3.77 -3.27 -0.7836
C -0.74 4.22 -4.49 -0.5050
C -0.58 3.29 -5.52 0.0841
F -0.01 3.71 -6.70 -0.2979
C -0.96 1.96 -5.40 -0.6760
C -0.98 -1.04 -6.03 -0.6639
H -2.52 -3.70 -7.60 0.4821
H -3.03 -2.24 -3.57 0.5036
H -2.50 0.00 -3.06 0.8185
H -1.87 2.07 -2.10 0.4698
H -1.45 4.47 -2.46 0.4291
H -0.45 5.25 -4.64 0.4874
H -0.90 1.30 -6.26 0.8111
H -0.10 -0.41 -6.18 0.8689
C 1.88 -5.24 2.96 -1.3491
C 2.17 -3.80 2.55 -0.4652
C 1.35 -2.75 3.31 -0.6999
C 1.62 -1.32 2.81 -0.4911
Si 0.16 -0.22 2.35 -1.0499
C -1.09 -0.26 3.75 -0.4184
C -0.48 0.20 5.09 -0.6647
C -1.14 1.45 5.67 -0.4407
C -0.59 1.83 7.04 -1.3178
C 0.84 1.53 2.25 -0.6623
C 2.04 1.65 1.30 -0.5596
C 2.51 3.09 1.16 -0.4218
C 3.59 3.21 0.09 -1.2793
C -0.51 -0.67 0.67 0.3481
C -0.95 -1.82 0.01 -1.1411
C -1.05 -1.51 -1.37 -0.1075
C -0.64 -0.22 -1.55 -0.9480
O -0.37 0.32 -0.32 -0.1303
H 2.46 -5.92 2.33 0.3860
H 2.16 -5.43 4.00 0.3228
H 0.82 -5.49 2.84 0.3110
H 3.24 -3.58 2.71 0.3445
H 1.99 -3.68 1.48 0.3350
H 0.28 -3.00 3.22 0.2365
H 1.59 -2.82 4.38 0.3824
H 2.18 -0.78 3.60 0.4918
H 2.28 -1.33 1.92 0.6425
H -1.95 0.36 3.46 0.5635
H -1.44 -1.30 3.83 0.4128
H -0.57 -0.63 5.82 0.4634
H 0.60 0.40 4.99 0.1976
H -0.99 2.28 4.97 0.2346
H -2.23 1.29 5.74 0.3813
H -1.10 2.73 7.41 0.3802
H -0.74 1.03 7.77 0.3228
H 0.48 2.05 6.99 0.3162
H 0.03 2.19 1.92 0.4429
H 1.14 1.86 3.26 0.5174
H 2.87 1.02 1.66 0.3041
H 1.77 1.26 0.31 0.1213
H 1.66 3.73 0.91 0.3624
H 2.90 3.44 2.12 0.3072
H 3.88 4.26 -0.04 0.4042
H 4.48 2.64 0.36 0.3142
H 3.23 2.84 -0.88 0.2849
H -1.15 -2.79 0.47 0.5531
H -1.41 -2.14 -2.17 0.4992
H -0.29 0.32 -2.42 1.1633

=====

No. 3
74
Properties=species:S:1:pos:R:3:mulliken_spin:R:1 method="wB97M-V/def2-TZVPD" e_lumo_ev="2.58 / 0.94" spin_multiplicity=6 homo_ev="-0.7 / -3.5" charge=-1
C 1.16 -3.39 -1.99 -0.0017
C 2.10 -2.20 -1.67 0.0005
C 0.04 -3.41 -0.92 0.0720
C 0.68 -2.73 0.29 0.0981
H -0.27 -4.44 -0.71 -0.0041
H -0.82 -2.83 -1.27 0.0053
C 1.52 -1.61 -0.41 0.0826
H 2.10 -1.51 -2.52 0.0003
H 3.13 -2.55 -1.51 0.0003
C 0.55 -0.46 -0.81 0.0105
H 2.30 -1.23 0.27 -0.0020
H 1.41 -3.42 0.74 -0.0026
C -0.24 -2.24 1.35 0.6150
C 0.49 -3.34 -3.35 -0.0034
C 1.92 -4.72 -1.97 0.0023
O 1.76 -5.53 -1.07 -0.0005
O 0.43 -2.36 -4.07 -0.0020
O -0.05 -4.53 -3.66 0.0008
O 2.77 -5.02 -2.98 0.0003
C 3.26 -4.10 -3.99 -0.0002
H 3.29 -3.05 -3.66 0.0001
H 2.65 -4.20 -4.89 0.0000
H 4.27 -4.44 -4.20 0.0000
C -0.73 -4.54 -4.92 0.0003
H -1.62 -3.89 -4.87 0.0000
H -1.02 -5.57 -5.07 0.0000
H -0.08 -4.19 -5.72 0.0001
O 0.11 -0.05 0.38 0.1990
H -0.22 -0.82 -1.55 0.0107
H 1.12 0.33 -1.36 0.0132
C 0.22 -2.47 2.72 -0.0324
C -1.67 -1.99 1.11 0.0316
H -2.20 -2.85 0.67 0.0217
H -1.83 -1.14 0.45 0.0076
H -2.16 -1.74 2.06 -0.0022
H -0.24 -1.77 3.42 0.0051
H 1.31 -2.34 2.79 0.0106
H -0.03 -3.48 3.08 0.0338
Ir 0.01 2.93 0.09 1.1438
C 1.07 3.78 1.79 0.0355
C 1.57 2.44 1.76 0.4336
C 2.15 2.21 0.48 0.2382
H 1.54 1.73 2.57 -0.0279
C 2.00 3.40 -0.32 0.0825
C 1.35 4.41 0.52 0.0678
H 1.13 5.44 0.24 -0.0127
H 0.58 4.28 2.63 -0.0210
H 2.64 1.29 0.16 0.0081
H 2.34 3.54 -1.34 -0.0118
C -2.21 2.84 -0.14 0.1711
C -1.61 4.07 -0.60 0.0777
C -0.71 3.72 -1.68 0.0817
H -1.80 5.08 -0.23 0.0018
C -0.83 2.30 -1.91 0.1778
C -1.76 1.77 -0.98 0.4415
H -2.08 0.74 -0.92 -0.0784
H -2.90 2.73 0.68 -0.0165
H -0.10 4.41 -2.25 -0.0273
H -0.29 1.75 -2.68 -0.0204
C -2.46 5.25 2.39 0.0227
C -2.17 3.99 3.09 0.3360
C -2.56 3.72 4.44 0.1128
C -2.08 2.44 4.75 0.1135
C -1.41 1.97 3.57 0.2698
C -0.73 0.67 3.44 0.1311
N -1.50 2.92 2.60 -0.0261
H -3.15 5.09 1.56 0.0293
H -1.54 5.71 2.01 0.0169
H -2.92 5.94 3.09 0.0027
H -3.13 4.41 5.06 0.0016
H -2.14 1.86 5.67 -0.0039
H 0.15 0.63 4.11 0.0438
H -1.43 -0.12 3.75 0.0285
H -0.41 0.49 2.41 0.0053

=====

| no. | total energy (eV) |
| --- | --- |
| 1 | -87739.453 |
| 2 | -48758.547 |
| 3 | -45246.754 |